Entry one
Density functional theory data (wB97M-V/def2-TZVPD) for a cluster of 16 separate species, C4H30BO23 in total.

Last column: Mulliken charge in e.
CARTESIAN COORDINATES (ANGSTROEM)
O1 -22.82 -17.64 -19.91  -0.83
C1 -22.42 -17.26 -18.85  0.57
O2 -21.99 -16.03 -18.60  -0.38
B1 -21.67 -15.90 -17.17  1.07
O3 -21.46 -17.30 -16.75  -0.12
C2 -22.03 -18.10 -17.61  0.69
O4 -22.09 -19.30 -17.56  -0.81
O5 -22.77 -15.27 -16.40  -0.27
C3 -22.37 -14.15 -15.85  0.53
O6 -23.01 -13.30 -15.31  -0.76
C4 -20.87 -13.97 -16.22  0.57
O7 -20.51 -15.04 -16.92  -0.48
O8 -20.19 -13.04 -15.95  -0.67
O9 -18.84 -12.03 -13.64  -0.68
H1 -19.71 -11.85 -13.26  0.36
H2 -19.08 -12.33 -14.52  0.44
O10 -17.90 -11.40 -18.06  -0.66
H3 -18.34 -11.63 -17.24  0.32
H4 -18.06 -12.17 -18.63  0.32
O11 -25.54 -18.29 -21.36  -0.66
H5 -26.27 -18.89 -21.54  0.29
H6 -24.83 -18.85 -21.02  0.29
O12 -25.14 -16.76 -16.51  -0.67
H7 -25.09 -16.44 -17.42  0.17
H8 -25.55 -17.63 -16.58  0.33
O13 -21.65 -11.54 -13.31  -0.70
H9 -22.08 -12.15 -13.92  0.39
H10 -22.01 -10.68 -13.55  0.30
O14 -18.44 -16.91 -18.40  -0.61
H11 -18.56 -16.11 -17.87  0.30
H12 -18.01 -17.53 -17.79  0.30
O15 -25.69 -16.31 -19.45  -0.60
H13 -25.54 -16.95 -20.17  0.36
H14 -25.99 -15.50 -19.88  0.30
O16 -23.48 -20.64 -15.03  -0.67
H15 -23.32 -20.54 -15.98  0.33
H16 -23.72 -19.75 -14.72  0.40
O17 -20.00 -19.41 -15.21  -0.66
H17 -20.44 -19.14 -14.40  0.30
H18 -20.73 -19.52 -15.84  0.33
O18 -23.86 -17.93 -14.35  -0.70
H19 -24.10 -17.45 -15.17  0.38
H20 -24.40 -17.51 -13.67  0.28
O19 -23.79 -10.66 -16.72  -0.65
H21 -23.41 -10.54 -17.60  0.31
H22 -23.77 -11.62 -16.58  0.33
O20 -24.89 -19.96 -18.65  -0.57
H23 -23.95 -19.80 -18.83  0.28
H24 -25.13 -20.71 -19.20  0.26
O21 -19.65 -13.30 -19.39  -0.64
H25 -19.74 -13.96 -18.70  0.34
H26 -20.55 -13.17 -19.72  0.36
O22 -22.25 -16.59 -22.45  -0.65
H27 -22.46 -16.95 -21.57  0.43
H28 -22.40 -17.33 -23.05  0.27
O23 -22.56 -13.53 -20.04  -0.70
H29 -23.02 -13.67 -20.87  0.30
H30 -22.70 -14.34 -19.54  0.34

Summary:
Total charge: -1
HOMO-LUMO gap: 9.7425 eV
E_LUMO: 1.7 eV

Entry two
Density functional theory data (wB97M-V/def2-TZVPD) for a cluster of 16 separate species, C4H30BO23 in total.

Last column: Mulliken charge in e.
CARTESIAN COORDINATES (ANGSTROEM)
O1 -16.31 13.07 14.95  -0.66
C1 -17.52 13.00 15.24  0.03
O2 -18.26 12.05 14.88  1.15
B1 -19.64 12.55 14.96  1.35
O3 -19.51 13.87 15.60  -0.64
C2 -18.30 14.11 15.70  0.20
O4 -17.83 15.20 15.97  -0.91
O5 -20.47 11.66 15.70  -0.62
C3 -21.41 11.30 14.93  0.39
O6 -22.03 10.29 15.04  -0.68
C4 -21.31 11.99 13.67  0.32
O7 -20.26 12.68 13.66  -0.37
O8 -21.92 11.71 12.64  -0.57
O9 -15.46 15.48 17.40  -0.61
H1 -16.29 15.78 17.13  0.36
H2 -14.93 15.29 16.63  0.29
O10 -20.86 8.48 16.43  -0.77
H3 -20.14 8.81 15.89  0.40
H4 -21.54 9.04 15.99  0.52
O11 -19.23 9.83 12.92  -0.71
H5 -19.12 10.72 12.52  0.08
H6 -20.11 9.73 12.80  0.42
O12 -20.96 13.67 10.68  -0.64
H7 -21.28 12.89 11.25  0.29
H8 -20.85 14.45 11.26  0.32
O13 -23.55 11.39 10.09  -0.69
H9 -23.26 11.69 10.97  0.38
H10 -23.33 12.10 9.39  0.33
O14 -18.34 11.80 11.06  -0.79
H11 -18.39 12.67 11.52  0.63
H12 -19.25 11.52 10.91  0.44
O15 -15.49 10.29 15.67  -0.71
H13 -16.21 10.75 16.14  0.42
H14 -14.76 10.91 15.72  0.29
O16 -14.18 12.16 13.92  -0.72
H15 -13.52 12.56 14.51  0.33
H16 -14.95 12.49 14.37  0.66
O17 -18.47 9.38 15.51  -0.93
H17 -18.46 9.79 14.63  0.41
H18 -18.52 10.10 16.12  0.44
O18 -17.74 10.84 17.56  -0.60
H19 -17.43 11.69 17.90  0.28
H20 -17.38 10.16 18.15  0.23
O19 -16.32 10.18 13.22  -0.74
H21 -17.09 10.67 13.02  0.24
H22 -16.13 10.25 14.15  0.45
O20 -18.03 14.11 12.38  -0.67
H23 -18.35 15.00 12.58  0.26
H24 -17.10 14.16 12.39  0.29
O21 -16.44 16.54 13.95  -0.63
H25 -15.62 16.12 14.14  0.34
H26 -16.97 16.18 14.65  0.38
O22 -20.67 10.67 10.35  -0.53
H27 -20.71 10.99 9.45  0.27
H28 -21.56 10.52 10.26  0.23
O23 -15.27 14.35 12.62  -0.70
H29 -14.81 13.53 12.74  0.41
H30 -15.34 14.60 13.56  0.07

Summary:
Total charge: -1
HOMO-LUMO gap: 8.4283 eV
E_LUMO: 1.4 eV

Verdict on stability: entry one comes out on top.

Entry one
Density functional theory data (wB97M-V/def2-TZVPD) for the molecule C18H26N4O6S.

Last column: Mulliken charge in e.
CARTESIAN COORDINATES (ANGSTROEM)
C1 0.83 2.01 -2.19  -0.99
N1 0.62 0.58 -2.36  0.41
C2 1.66 -0.26 -2.94  -1.36
C3 2.52 -0.98 -1.90  0.48
C4 3.44 -0.04 -1.13  -1.19
N2 3.98 -0.68 0.08  -0.05
C5 4.00 -0.09 1.32  0.08
O1 4.95 -0.20 2.07  -0.64
C6 2.81 0.69 1.73  0.14
C7 2.82 1.67 2.68  -0.86
N3 1.62 2.27 2.93  -0.74
C8 0.69 1.76 2.19  0.17
C9 -0.71 2.27 2.12  0.35
O2 -0.79 3.23 1.09  -0.40
C10 -2.09 3.12 0.50  -0.30
C11 -2.70 1.88 1.15  -0.18
O3 -1.57 1.23 1.76  -0.13
S1 1.20 0.49 1.14  0.54
C12 -0.61 0.10 -2.02  0.64
O4 -1.47 0.84 -1.57  -0.61
C13 -0.90 -1.37 -2.27  -0.76
C14 -2.17 -1.85 -1.59  -1.49
N4 -2.09 -1.88 -0.13  0.48
C15 -1.01 -2.63 0.48  0.18
C16 -1.00 -2.46 1.98  -0.60
O5 -2.28 -2.76 2.50  -0.48
C17 -3.19 -1.77 2.07  -0.34
C18 -3.19 -1.51 0.57  0.60
O6 -4.16 -0.96 0.07  -0.69
H1 0.12 2.58 -2.81  0.33
H2 0.67 2.31 -1.15  0.24
H3 1.84 2.26 -2.49  0.36
H4 1.22 -0.98 -3.62  0.43
H5 2.29 0.39 -3.56  0.56
H6 1.86 -1.48 -1.18  -0.18
H7 3.11 -1.76 -2.39  0.43
H8 4.27 0.28 -1.77  0.37
H9 2.91 0.86 -0.83  0.42
H10 4.83 -1.20 -0.07  0.30
H11 3.71 1.97 3.22  0.52
H12 -0.99 2.72 3.08  0.29
H13 -2.67 4.02 0.71  0.34
H14 -1.96 2.99 -0.58  0.14
H15 -3.43 2.14 1.92  0.39
H16 -3.14 1.19 0.43  -0.01
H17 -1.05 -1.49 -3.35  0.43
H18 -0.05 -2.00 -2.02  0.44
H19 -3.00 -1.19 -1.84  0.47
H20 -2.40 -2.85 -1.95  0.36
H21 -1.09 -3.70 0.22  0.25
H22 -0.05 -2.27 0.09  -0.21
H23 -0.30 -3.15 2.44  0.41
H24 -0.72 -1.44 2.25  0.19
H25 -4.20 -2.10 2.33  0.39
H26 -2.99 -0.81 2.57  0.09

Summary:
Total charge: 0
SMILES: CN(CCCNC(=O)c1cnc(C2OCCO2)s1)C(=O)CCN1CCOCC1=O
HOMO-LUMO gap: 9.5335 eV
E_LUMO: 0.2 eV

Entry two
Density functional theory data (wB97M-V/def2-TZVPD) for the molecule C18H26N4O6S.

Last column: Mulliken charge in e.
CARTESIAN COORDINATES (ANGSTROEM)
C1 -0.21 1.37 0.01  -1.07
N1 0.29 0.01 -0.07  0.18
C2 1.73 -0.16 0.05  -1.22
C3 2.20 -0.23 1.50  0.40
C4 3.72 -0.32 1.60  -1.05
N2 4.17 -0.37 3.00  -0.29
C5 4.35 0.86 3.63  0.39
O1 3.42 1.58 3.92  -0.61
C6 5.73 1.21 4.05  0.59
C7 6.93 0.69 3.67  -0.88
N3 8.03 1.26 4.23  -0.39
C8 7.68 2.22 5.04  0.40
C9 8.67 3.03 5.84  0.30
O2 9.36 2.23 6.76  -0.46
C10 10.49 1.70 6.06  -0.35
C11 10.70 2.67 4.88  -0.36
O3 9.63 3.62 5.01  -0.47
S1 5.99 2.50 5.15  -0.15
C12 -0.59 -1.02 -0.18  0.81
O4 -1.80 -0.85 -0.24  -0.67
C13 -0.01 -2.43 -0.19  -0.68
C14 -1.07 -3.50 0.01  -1.21
N4 -1.76 -3.42 1.29  0.24
C15 -1.12 -2.83 2.46  0.17
C16 -2.16 -2.50 3.51  -0.89
O5 -2.91 -3.65 3.83  -0.40
C17 -3.68 -4.04 2.71  -0.39
C18 -2.94 -4.08 1.38  0.51
O6 -3.45 -4.67 0.44  -0.68
H1 -1.29 1.35 -0.09  0.35
H2 0.05 1.82 0.97  0.33
H3 0.22 1.98 -0.79  0.32
H4 2.05 -1.04 -0.50  0.34
H5 2.20 0.70 -0.44  0.45
H6 1.87 0.65 2.05  0.25
H7 1.77 -1.10 2.00  -0.02
H8 4.08 -1.22 1.10  0.49
H9 4.17 0.54 1.08  0.29
H10 5.02 -0.92 3.06  0.30
H11 7.07 -0.12 2.96  0.38
H12 8.15 3.82 6.39  0.36
H13 11.32 1.69 6.76  0.33
H14 10.28 0.69 5.71  0.25
H15 11.63 3.22 4.94  0.32
H16 10.62 2.15 3.93  0.26
H17 0.45 -2.60 -1.17  0.50
H18 0.80 -2.53 0.54  0.40
H19 -1.83 -3.42 -0.76  0.48
H20 -0.60 -4.49 -0.10  0.37
H21 -0.37 -3.51 2.88  0.14
H22 -0.62 -1.90 2.18  0.03
H23 -1.68 -2.17 4.43  0.38
H24 -2.81 -1.70 3.14  0.37
H25 -4.06 -5.05 2.90  0.32
H26 -4.54 -3.37 2.57  0.23

Summary:
Total charge: 0
SMILES: CN(CCCNC(=O)c1cnc(C2OCCO2)s1)C(=O)CCN1CCOCC1=O
HOMO-LUMO gap: 8.8056 eV
E_LUMO: -0.3 eV

Verdict on stability: entry one comes out on top.

Entry one
Density functional theory data (wB97M-V/def2-TZVPD) for the molecule C5H15N3O.

Last column: Mulliken charge in e.
CARTESIAN COORDINATES (ANGSTROEM)
C1 -2.48 1.49 0.22  -1.20
C2 -1.55 0.55 -0.52  -0.20
O1 -1.04 -0.44 0.62  -0.49
C3 0.11 -1.09 0.22  0.84
N1 -0.03 -1.85 -1.00  -0.65
N2 0.50 -1.96 1.32  -0.71
N3 1.15 -0.07 -0.02  0.06
C4 1.66 0.32 -1.32  -1.15
C5 1.45 0.85 1.05  -1.04
H1 -3.16 0.93 0.85  0.30
H2 -3.06 2.06 -0.51  0.40
H3 -1.90 2.17 0.84  0.28
H4 -0.87 1.11 -1.17  0.25
H5 -2.10 -0.14 -1.17  0.32
H6 -0.98 -2.23 -1.06  0.24
H7 0.59 -2.65 -0.98  0.22
H8 1.51 -2.04 1.37  0.30
H9 0.16 -1.59 2.20  0.27
H10 1.43 1.37 -1.51  0.34
H11 2.75 0.22 -1.31  0.30
H12 1.24 -0.30 -2.10  0.39
H13 2.54 0.98 1.10  0.36
H14 0.98 1.82 0.87  0.25
H15 1.10 0.48 2.01  0.31

Summary:
Total charge: 0
SMILES: CCOC(N)(N)N(C)C
HOMO-LUMO gap: 8.8419 eV
E_LUMO: 1.0 eV

Entry two
Density functional theory data (wB97M-V/def2-TZVPD) for a cluster of 3 separate species, C5H15N3O in total.

Last column: Mulliken charge in e.
CARTESIAN COORDINATES (ANGSTROEM)
H1 -0.09 4.08 -0.06  0.22
N1 -0.09 3.25 0.51  -0.86
C1 0.36 2.20 -0.05  0.80
C2 0.88 2.05 -1.46  -1.12
N2 0.31 1.05 0.64  0.06
O1 -0.08 1.15 1.99  -0.52
H2 0.05 1.78 -2.12  0.23
H3 1.29 3.00 -1.81  0.39
H4 1.64 1.28 -1.52  0.30
H5 0.85 0.20 0.44  0.22
H6 -0.31 2.10 2.06  0.39
H7 2.14 -1.73 -0.67  0.17
N3 1.47 -1.49 0.05  -0.54
C3 0.88 -2.45 0.61  0.04
C4 -0.11 -2.23 1.69  -0.91
H8 1.06 -3.50 0.34  0.39
H9 -0.21 -1.18 1.94  0.14
H10 -1.08 -2.62 1.37  0.24
H11 0.19 -2.79 2.58  0.36
C5 -1.83 -0.83 -1.31  -1.06
H12 -2.41 -0.33 -2.07  0.33
H13 -2.23 -1.82 -1.15  0.30
H14 -0.81 -0.89 -1.61  0.19
H15 -1.90 -0.26 -0.39  0.24

Summary:
Total charge: 0
SMILES: [H]/N=C(\C)NO.[H]/N=C/C.C
HOMO-LUMO gap: 8.9387 eV
E_LUMO: 0.8 eV

Entry three
Density functional theory data (wB97M-V/def2-TZVPD) for a structure of composition C5H15N3O.

Last column: Mulliken charge in e.
CARTESIAN COORDINATES (ANGSTROEM)
C1 1.44 0.19 0.51  0.41
C2 0.51 -0.84 1.11  -0.09
C3 2.81 0.15 1.21  -1.51
N1 -0.40 -0.40 1.94  -0.78
O1 0.86 1.48 0.60  -0.65
H1 0.35 1.48 1.43  0.43
H2 1.58 -0.02 -0.56  0.22
H3 -1.66 0.20 0.74  0.33
H4 -0.82 -1.13 2.52  0.19
H5 -0.40 -1.21 -0.44  -0.16
H6 0.92 -1.85 1.17  0.53
H7 2.69 0.36 2.27  0.36
H8 3.45 0.91 0.77  0.35
H9 3.27 -0.83 1.09  0.38
N2 -2.10 0.28 -0.22  -0.24
N3 -1.90 1.63 -0.69  -0.77
C4 -1.17 -1.01 -1.31  0.14
C5 -0.68 -0.49 -2.48  -1.00
H10 -3.11 0.15 -0.16  0.31
H11 -1.98 1.57 -1.71  0.33
H12 -0.91 1.84 -0.51  0.38
H13 -1.89 -1.81 -1.37  0.32
H14 0.09 0.26 -2.48  0.25
H15 -0.95 -0.92 -3.43  0.25

Summary:
Total charge: 0
HOMO-LUMO gap: 7.2703 eV
E_LUMO: 0.6 eV

Verdict on stability: entry one comes out on top.

Entry one
Density functional theory data (wB97M-V/def2-TZVPD) for the molecule C5H15N3O.

Last column: Mulliken charge in e.
CARTESIAN COORDINATES (ANGSTROEM)
C1 2.32 1.07 -0.20  -0.85
O1 0.92 1.25 -0.21  -0.41
C2 -0.13 0.20 -0.62  0.93
C3 -1.23 1.05 -1.27  -1.80
N1 0.41 -0.66 -1.66  -0.65
C4 -0.60 -0.52 0.70  1.00
C5 0.69 -0.80 1.69  -1.52
N2 -1.22 -1.82 0.47  -0.71
N3 -1.52 0.19 1.55  -0.64
H1 2.77 1.83 -0.86  0.28
H2 2.65 0.07 -0.49  0.38
H3 2.68 1.30 0.81  0.25
H4 -0.87 1.55 -2.17  0.46
H5 -2.12 0.45 -1.52  0.32
H6 -1.54 1.86 -0.61  0.32
H7 -0.26 -1.36 -1.95  0.21
H8 0.78 -0.09 -2.41  0.28
H9 0.30 -1.08 2.68  0.45
H10 1.22 -1.67 1.29  0.33
H11 1.38 -0.02 1.99  0.25
H12 -0.60 -2.38 -0.11  0.28
H13 -2.11 -1.71 0.00  0.33
H14 -2.50 0.08 1.32  0.26
H15 -1.43 1.20 1.59  0.26

Summary:
Total charge: 0
SMILES: CO[C@@](C)(N)C(C)(N)N
HOMO-LUMO gap: 9.5767 eV
E_LUMO: 0.8 eV

Entry two
Density functional theory data (wB97M-V/def2-TZVPD) for a structure of composition C5H15N3O.

Last column: Mulliken charge in e.
CARTESIAN COORDINATES (ANGSTROEM)
C1 -1.18 1.61 -0.46  -1.06
C2 -2.03 0.25 1.29  -1.17
C3 -1.10 -0.98 -0.86  -0.83
N1 -0.96 0.37 0.30  0.17
H1 -0.31 1.85 -1.05  0.33
H2 -1.32 2.48 0.18  0.35
H3 -2.03 1.51 -1.14  0.37
H4 -2.13 1.15 1.91  0.34
H5 -2.98 0.15 0.77  0.39
H6 -1.86 -0.63 1.91  0.35
H7 -2.12 -1.27 -0.62  0.35
H8 -0.47 -1.82 -0.59  0.31
H9 -0.96 -0.82 -1.92  0.33
C4 1.50 -0.06 -0.58  -0.04
N2 2.32 -1.16 -0.95  -0.56
N3 1.03 -1.08 1.56  -0.52
C5 0.92 0.09 0.73  -0.19
O1 1.80 1.13 -1.28  -0.55
H10 2.59 1.55 -0.89  0.30
H11 1.87 -1.78 -1.61  0.18
H12 3.17 -0.82 -1.40  0.29
H13 1.51 -1.81 1.04  0.30
H14 1.55 -0.92 2.41  0.22
H15 1.18 1.01 1.26  0.34

Summary:
Total charge: 0
HOMO-LUMO gap: 6.4740 eV
E_LUMO: 0.9 eV

Verdict on stability: entry one comes out on top.